Record 1
Entry from the Open Molecules 2025 dataset: the molecule C21H29N3O2 (wB97M-V/def2-TZVPD).

Calculated values
- SMILES string: CCOC(=O)[C@]1(Cc2ccccc2)CCCN(CCCn2cccn2)C1
- HOMO-LUMO gap: 9.00 eV
- Total energy: -1132.3693 hartree
- Net charge: 0

Structure (XYZ):
```
55
Properties=species:S:1:pos:R:3:forces:R:3
C 0.946 3.228 0.546 -0.261 -0.355 -0.075
C -0.138 2.317 1.090 0.144 0.354 0.450
H 0.178 1.833 2.021 -0.086 0.084 -0.130
H -1.064 2.867 1.294 0.089 -0.127 0.020
O -0.417 1.306 0.119 0.167 0.109 -0.375
C -1.062 0.222 0.552 -0.155 -0.295 0.230
O -1.429 0.080 1.692 0.004 0.054 -0.019
C -1.289 -0.781 -0.570 0.058 -0.164 -0.283
C -1.855 -2.085 0.003 0.143 0.193 0.352
C -0.802 -2.831 0.820 0.085 -0.042 -0.201
C 0.464 -3.043 -0.015 -0.077 -0.093 0.153
N 1.021 -1.809 -0.540 0.032 -0.025 -0.067
C 0.036 -1.092 -1.312 -0.157 0.183 -0.007
H -0.211 -1.716 -2.179 -0.102 0.070 -0.044
H 0.481 -0.164 -1.674 -0.047 -0.033 -0.064
C 1.740 -1.001 0.425 0.312 -0.118 -0.108
C 3.098 -1.623 0.766 -0.101 0.302 0.131
H 2.988 -2.408 1.514 0.043 -0.077 0.020
H 3.515 -2.066 -0.140 0.019 -0.041 0.009
C 4.064 -0.564 1.310 -0.343 -0.599 0.286
N 4.465 0.360 0.286 0.434 0.142 -0.293
C 5.459 0.202 -0.609 0.097 0.140 -0.167
C 5.436 1.302 -1.436 0.064 -0.134 -0.010
C 4.371 2.073 -0.957 0.125 -0.174 -0.010
N 3.796 1.490 0.079 -0.469 0.359 0.367
H 4.010 3.016 -1.317 -0.111 0.196 -0.041
H 6.086 1.519 -2.258 0.154 -0.004 -0.144
H 6.102 -0.654 -0.592 0.113 -0.186 0.027
H 3.576 0.011 2.101 0.164 -0.002 -0.033
H 4.959 -1.044 1.714 -0.076 0.146 -0.005
H 1.177 -0.831 1.355 0.050 0.083 0.033
H 1.918 -0.027 -0.037 -0.081 -0.051 0.082
H 0.226 -3.679 -0.875 0.021 -0.091 0.047
H 1.229 -3.550 0.574 0.008 -0.085 -0.049
H -1.197 -3.798 1.137 0.006 -0.024 0.062
H -0.570 -2.256 1.716 -0.017 -0.046 0.061
H -2.182 -2.718 -0.827 -0.049 0.011 -0.095
H -2.717 -1.862 0.633 -0.034 -0.060 -0.096
C -2.271 -0.133 -1.576 0.087 0.023 0.170
C -3.525 0.357 -0.909 -0.065 0.031 -0.219
C -3.607 1.661 -0.437 -0.009 0.013 -0.026
C -4.740 2.107 0.218 -0.044 0.079 0.061
C -5.814 1.255 0.405 -0.072 0.054 0.055
C -5.752 -0.040 -0.078 -0.077 -0.070 0.028
C -4.616 -0.484 -0.732 -0.010 0.018 -0.015
H -4.580 -1.494 -1.114 0.023 -0.106 -0.041
H -6.591 -0.708 0.055 -0.066 -0.048 0.006
H -6.699 1.602 0.920 -0.071 0.027 0.033
H -4.786 3.124 0.583 -0.002 0.076 0.021
H -2.776 2.335 -0.592 0.108 0.058 -0.016
H -2.517 -0.874 -2.340 0.068 -0.004 -0.012
H -1.761 0.704 -2.057 -0.016 -0.030 -0.073
H 0.630 3.659 -0.400 -0.024 0.129 -0.107
H 1.868 2.671 0.392 -0.017 0.038 0.041
H 1.131 4.031 1.255 0.021 0.112 0.077
```
Forces are in eV/Å.

These are the Mulliken partial charges, in e, on atoms 1 to 8: -0.8293, -0.3254, 0.3159, 0.3798, -0.0679, -0.4178, -0.6291, 3.1260

***

Record 2
Entry from the Open Molecules 2025 dataset: a structure of composition C47H51AsBrInN7O5PS (wB97M-V/def2-TZVPD).

Calculated values
- HOMO-LUMO gap: 6.38 eV
- Total energy: -8320.4800 hartree
- Net charge: 0

Structure (XYZ):
```
115
Properties=species:S:1:pos:R:3:forces:R:3
In 0.155 -0.222 0.577 -0.733 0.335 0.084
Br -6.577 2.107 -2.414 0.029 -0.010 0.049
C -5.158 1.512 -1.298 -0.199 -0.124 -0.013
C -5.317 0.337 -0.542 0.124 0.095 -0.021
C -4.297 -0.108 0.256 0.052 -0.053 0.011
C -3.030 0.554 0.326 0.097 0.103 0.081
O -2.096 0.094 1.076 -0.050 -0.080 -0.283
C -2.912 1.756 -0.446 -0.103 -0.077 0.020
C -1.734 2.577 -0.417 -0.042 0.077 0.136
N -0.579 2.215 0.011 0.353 -0.171 -0.023
C 0.475 3.143 0.048 -0.012 0.034 -0.041
C 0.658 4.147 -0.871 0.025 0.022 -0.086
C 1.728 5.060 -0.762 -0.075 0.051 -0.025
C 2.620 4.970 0.266 0.040 -0.004 0.019
C 2.493 3.927 1.215 -0.046 -0.040 -0.024
C 3.386 3.767 2.298 0.048 0.015 -0.006
C 3.219 2.728 3.163 0.007 -0.013 0.096
C 2.156 1.829 2.942 -0.097 0.038 -0.129
N 1.298 1.951 1.961 0.030 0.056 0.010
C 1.439 2.993 1.097 -0.028 -0.016 0.090
C -3.996 2.218 -1.225 0.241 0.068 0.017
H -6.252 -0.207 -0.597 0.008 -0.004 0.022
H -4.409 -1.006 0.852 -0.007 0.022 -0.044
H -1.877 3.607 -0.764 -0.019 0.026 0.026
H -0.027 4.239 -1.706 0.018 0.011 0.022
H 1.824 5.848 -1.498 0.013 -0.045 0.003
H 3.433 5.680 0.363 -0.029 -0.037 0.002
H 4.197 4.475 2.425 -0.021 -0.016 -0.018
H 3.885 2.579 4.005 -0.039 0.012 -0.045
H 2.012 0.978 3.602 0.034 0.004 -0.015
H -3.882 3.136 -1.793 -0.010 -0.026 0.039
C 3.673 -4.094 1.593 0.067 0.009 0.040
As 1.884 -3.420 1.125 0.064 -0.249 -0.035
C 1.469 -2.650 2.877 -0.003 0.115 0.036
C 0.963 -5.133 1.425 -0.011 -0.053 0.050
H 3.683 -4.491 2.610 -0.004 -0.006 -0.028
H 4.418 -3.302 1.513 -0.048 0.010 -0.007
H 3.946 -4.894 0.903 0.001 0.019 -0.012
H 1.703 -3.357 3.674 0.014 -0.030 -0.017
H 0.412 -2.387 2.920 -0.013 -0.013 -0.014
H 2.049 -1.736 3.018 0.002 -0.006 -0.034
H 1.201 -5.527 2.415 -0.024 0.011 -0.028
H 1.284 -5.860 0.678 0.007 0.016 -0.023
H -0.116 -5.005 1.334 0.011 0.037 0.016
C -2.662 -0.600 7.984 0.021 0.018 0.055
C -3.214 -1.714 8.833 -0.061 0.028 -0.041
O -3.134 -1.748 10.030 -0.018 0.018 -0.070
S -4.169 -3.029 8.043 0.102 -0.015 0.077
C -3.726 -2.954 6.325 0.042 -0.021 0.029
C -4.677 -2.583 5.382 0.002 0.065 -0.040
C -4.358 -2.584 4.032 -0.049 0.043 -0.045
C -3.083 -2.957 3.612 0.144 -0.161 -0.064
C -2.132 -3.346 4.565 -0.075 0.036 -0.002
C -2.455 -3.353 5.911 -0.045 0.041 -0.095
C -2.739 -3.022 2.220 -0.137 0.073 0.517
C -2.417 -3.122 1.067 0.129 -0.067 -0.488
H -1.950 -0.028 8.575 -0.014 -0.030 0.038
H -3.490 0.054 7.700 -0.003 -0.044 -0.037
H -2.193 -0.960 7.073 -0.003 -0.014 -0.037
H -5.668 -2.295 5.712 0.057 0.004 -0.044
H -5.099 -2.300 3.296 0.022 0.004 0.036
H -1.152 -3.665 4.231 -0.014 0.023 0.042
H -1.728 -3.672 6.648 -0.019 -0.009 -0.035
N 0.813 -7.020 -6.743 -0.070 0.099 0.131
C 0.406 -6.419 -5.850 -0.004 0.057 0.004
C -0.096 -5.678 -4.718 0.077 -0.050 -0.080
C -1.413 -5.225 -4.703 -0.032 0.023 -0.047
C -1.902 -4.561 -3.592 -0.035 0.048 -0.021
C -1.079 -4.342 -2.486 0.037 -0.037 0.129
C 0.256 -4.762 -2.524 -0.079 0.021 -0.004
C 0.743 -5.429 -3.632 0.057 0.014 -0.003
C -1.593 -3.753 -1.285 0.166 -0.079 -0.519
C -2.009 -3.362 -0.227 -0.120 -0.004 0.618
H -2.048 -5.400 -5.561 -0.005 -0.015 0.031
H -2.927 -4.214 -3.567 0.020 -0.045 -0.009
H 0.893 -4.554 -1.675 0.019 -0.026 0.007
H 1.771 -5.765 -3.666 -0.040 0.005 0.025
C 4.533 -2.100 -1.782 -0.087 0.138 -0.024
O 4.684 -0.796 -1.213 0.028 -0.080 -0.174
P 3.356 -0.047 -0.598 0.401 -0.158 0.229
O 3.459 -0.460 0.969 0.067 0.006 0.021
C 4.667 -0.255 1.718 -0.076 -0.057 -0.075
O 4.041 1.422 -0.447 0.048 0.161 0.034
C 4.250 2.242 -1.595 -0.127 -0.085 -0.092
H 5.532 -2.490 -1.955 0.047 -0.002 0.004
H 4.001 -2.055 -2.735 -0.001 0.035 0.017
H 3.996 -2.772 -1.112 -0.021 -0.021 0.068
H 4.617 -0.910 2.587 -0.023 0.002 -0.009
H 4.737 0.782 2.041 -0.007 0.007 -0.023
H 5.544 -0.505 1.122 -0.007 -0.026 -0.017
H 4.905 3.054 -1.292 0.017 0.024 0.022
H 3.306 2.664 -1.952 0.021 -0.030 0.036
H 4.729 1.681 -2.401 0.006 0.003 0.043
C 0.606 -1.215 -3.579 0.102 0.232 -0.040
N 0.507 -0.881 -5.003 -0.031 0.000 -0.020
C 1.182 0.400 -5.231 -0.141 0.008 0.078
N 0.612 1.479 -4.416 -0.030 0.006 -0.003
C 0.719 1.085 -3.008 -0.197 -0.059 -0.081
N 0.025 -0.180 -2.716 -0.068 0.224 -0.114
C -1.390 -0.015 -3.102 0.175 -0.113 -0.114
N -1.540 0.346 -4.516 0.008 -0.045 -0.034
C -0.916 -0.704 -5.328 0.068 0.074 0.098
C -0.815 1.597 -4.750 0.113 -0.168 0.081
H 1.657 -1.345 -3.310 0.017 -0.004 0.009
H 0.079 -2.145 -3.407 -0.082 -0.235 0.054
H 1.086 0.666 -6.285 0.026 -0.003 -0.019
H 2.242 0.294 -4.989 0.021 -0.005 0.018
H 0.291 1.871 -2.384 0.011 -0.004 -0.023
H 1.772 0.971 -2.757 0.076 -0.025 0.042
H -1.840 0.758 -2.485 -0.043 0.031 0.026
H -1.912 -0.958 -2.918 -0.026 0.006 0.027
H -1.006 -0.441 -6.384 -0.007 0.003 0.002
H -1.439 -1.647 -5.156 0.008 0.001 0.018
H -1.260 2.384 -4.137 -0.004 0.014 0.003
H -0.907 1.870 -5.802 -0.028 0.028 -0.022
```
Forces are in eV/Å.

These are the Mulliken partial charges, in e, on atoms 1 to 8: 1.1243, -0.2382, -0.3964, -0.4672, -0.2089, 0.5346, -0.8964, -0.2636

***

Record 3
Entry from the Open Molecules 2025 dataset: the molecule C4H7N at a distorted geometry (wB97M-V/def2-TZVPD).

Calculated values
- SMILES string: C=CC(=C)N
- HOMO-LUMO gap: 8.14 eV
- Total energy: -211.2393 hartree
- Net charge: 0

Structure (XYZ):
```
12
Properties=species:S:1:pos:R:3:forces:R:3
N 1.299 -0.346 -1.176 0.744 -0.901 -0.462
C 0.485 0.230 -0.188 -0.313 -3.719 1.806
C 1.002 0.450 1.089 0.420 -0.613 -0.365
C -1.955 0.213 0.546 -0.157 -2.180 -0.965
C -0.990 -0.331 -0.246 -0.194 4.244 -0.321
H 2.250 -0.633 -0.906 -0.633 0.744 0.072
H 0.980 -1.022 -1.897 -0.412 0.962 1.130
H 0.460 1.164 1.780 0.667 -1.552 -0.580
H 1.847 -0.303 1.481 -1.361 2.643 -1.034
H -3.010 -0.302 0.466 2.068 1.705 0.483
H -1.614 0.987 1.272 -1.016 -0.873 -0.365
H -1.255 -0.847 -1.173 0.185 -0.461 0.600
```
Forces are in eV/Å.

These are the Mulliken partial charges, in e, on atoms 1 to 8: -0.5211, 0.4738, -0.7189, -0.5291, -0.1431, 0.2226, 0.2001, 0.2719

***

Record 4
Entry from the Open Molecules 2025 dataset: a structure of composition C5H4N2O at a distorted geometry (wB97M-V/def2-TZVPD).

Calculated values
- HOMO-LUMO gap: 9.34 eV
- Total energy: -377.5352 hartree
- Net charge: 0

Structure (XYZ):
```
12
Properties=species:S:1:pos:R:3:forces:R:3
C 0.999 -0.521 -0.622 -1.038 -1.739 0.356
C 0.067 1.254 0.841 1.575 -1.125 0.604
C -1.005 0.338 0.414 1.369 -3.265 -4.810
C -0.554 -0.565 -0.653 -0.349 0.158 3.393
C -1.171 -1.769 -1.268 -2.673 -3.214 -1.846
H 2.183 0.808 0.674 -3.199 -0.260 -4.364
H 0.495 1.042 2.031 -1.270 0.478 -3.510
H -0.285 2.338 0.805 0.993 -1.365 -0.322
H -2.033 0.484 0.571 -1.170 0.005 0.680
N 1.188 0.775 -0.234 4.413 2.916 7.115
N -1.684 -2.743 -1.779 2.876 5.313 2.778
O 1.799 -1.441 -0.780 -1.529 2.099 -0.073
```
Forces are in eV/Å.

These are the Mulliken partial charges, in e, on atoms 1 to 8: 0.4545, -0.3662, -0.4118, 0.3370, 0.0839, 0.3503, 0.2799, 0.2678